#w
One molecule with the formula C31H42N4O3, computed with ωB97M-V/def2-TZVPD.

Summary:
structure (SMILES) = CCCCCCCC(=O)Nc1cc(C(=O)NCCC)ccc1N1CCC2(CC1)CC(c1ccccc1)=NO2
E_LUMO = 0.01308 hartree
charge = 0

```
80
Properties=species:S:1:pos:R:3:mulliken_charge:R:1
C 4.992 -0.561 -5.305 -1.40
C 4.155 -0.293 -4.060 -0.21
C 2.697 -0.011 -4.415 -0.99
C 1.801 0.211 -3.195 0.11
C 2.012 1.570 -2.533 -0.88
C 1.278 1.693 -1.198 -0.51
C -0.242 1.551 -1.339 -0.40
C -0.893 1.946 -0.030 0.12
O -1.300 3.069 0.194 -0.70
N -0.946 0.926 0.869 0.08
C -1.416 0.988 2.184 -0.29
C -1.421 2.168 2.908 -0.88
C -1.840 2.182 4.235 0.70
C -2.208 0.989 4.845 -1.29
C -2.219 -0.191 4.126 -0.33
C -1.852 -0.209 2.785 0.14
N -1.852 -1.371 1.998 0.92
C -1.600 -2.647 2.623 -1.08
C -0.852 -3.524 1.607 -1.27
H 0.225 -3.384 1.713 0.44
H -1.082 -4.576 1.787 0.37
C -1.236 -3.152 0.166 1.39
C -2.694 -2.693 0.116 -1.09
C -2.905 -1.457 1.003 -0.94
H -3.896 -1.522 1.486 0.39
H -2.891 -0.547 0.401 0.32
H -2.973 -2.461 -0.913 0.55
H -3.314 -3.523 0.458 0.36
C -0.923 -4.273 -0.840 -1.43
C 0.144 -3.618 -1.687 0.30
N 0.380 -2.417 -1.327 -0.95
O -0.395 -2.048 -0.272 0.03
C 0.837 -4.273 -2.778 0.72
C 0.458 -5.546 -3.206 -0.43
C 1.131 -6.160 -4.246 -0.75
C 2.188 -5.520 -4.870 -0.54
C 2.573 -4.256 -4.449 -0.44
C 1.906 -3.637 -3.413 -0.21
H 2.195 -2.657 -3.073 0.28
H 3.400 -3.755 -4.930 0.37
H 2.711 -6.005 -5.681 0.41
H 0.828 -7.145 -4.571 0.39
H -0.365 -6.058 -2.730 0.37
H -0.540 -5.172 -0.355 0.47
H -1.795 -4.541 -1.439 0.49
H -2.535 -3.143 2.932 0.45
H -0.981 -2.499 3.509 0.55
H -2.536 -1.105 4.606 0.52
H -2.501 1.007 5.883 0.46
C -1.873 3.432 5.048 0.46
O -1.726 3.429 6.257 -0.69
N -2.120 4.558 4.340 -0.15
H -2.228 4.499 3.340 0.20
C -2.112 5.873 4.932 -0.89
C -0.942 6.718 4.422 -0.16
C -0.940 8.101 5.058 -1.31
H -1.864 8.629 4.828 0.32
H -0.106 8.691 4.687 0.36
H -0.852 8.022 6.139 0.33
H -1.013 6.812 3.335 0.32
H -0.008 6.203 4.654 0.27
H -2.031 5.728 6.011 0.38
H -3.059 6.379 4.711 0.36
H -1.057 3.062 2.428 0.65
H -0.662 -0.002 0.570 0.12
H -0.599 2.229 -2.116 0.60
H -0.499 0.526 -1.601 0.01
H 1.498 2.671 -0.763 0.37
H 1.646 0.928 -0.511 0.21
H 1.676 2.361 -3.208 0.40
H 3.077 1.724 -2.348 0.31
H 1.980 -0.573 -2.456 0.06
H 0.761 0.127 -3.513 0.30
H 2.310 -0.861 -4.985 0.36
H 2.647 0.867 -5.063 0.52
H 4.206 -1.159 -3.396 0.27
H 4.579 0.559 -3.524 0.31
H 6.024 -0.777 -5.036 0.37
H 4.596 -1.411 -5.857 0.29
H 4.984 0.305 -5.964 0.36
```

#x
One molecule with the formula C31H42N4O3, computed with ωB97M-V/def2-TZVPD.

Summary:
structure (SMILES) = C[C@@H](CN1C2=NC[C@H](Cc3ccc(O)cc3)N2C[C@H]1Cc1ccc(O)cc1)NC(=O)CCC1CCCCC1
E_LUMO = 0.01513 hartree
charge = 0

```
80
Properties=species:S:1:pos:R:3:mulliken_charge:R:1
C -0.136 -3.633 -1.979 -1.39
H -0.090 -4.221 -2.892 0.46
H 0.785 -3.064 -1.888 0.14
H -0.222 -4.308 -1.131 0.36
C -1.337 -2.694 -2.034 -0.47
N -1.240 -1.805 -3.166 0.16
C -2.314 -1.520 -3.931 0.54
O -3.362 -2.137 -3.864 -0.73
C -2.090 -0.382 -4.916 -1.12
C -1.680 0.915 -4.212 -1.19
C -2.659 1.320 -3.103 1.76
C -3.903 2.014 -3.659 -1.16
C -4.864 2.385 -2.533 -0.66
C -4.174 3.285 -1.512 -0.96
C -2.931 2.599 -0.954 -0.51
C -1.973 2.230 -2.083 -0.55
H -1.096 1.720 -1.678 -0.24
H -1.633 3.141 -2.583 0.37
H -2.431 3.258 -0.239 0.41
H -3.229 1.692 -0.421 0.22
H -4.864 3.526 -0.699 0.37
H -3.884 4.222 -1.993 0.34
H -5.739 2.893 -2.944 0.40
H -5.208 1.473 -2.039 0.32
H -4.408 1.354 -4.365 0.37
H -3.604 2.919 -4.194 0.31
H -2.983 0.413 -2.583 -0.13
H -0.690 0.786 -3.772 0.08
H -1.612 1.717 -4.951 0.59
H -1.309 -0.678 -5.619 0.45
H -3.017 -0.243 -5.472 0.45
H -0.449 -1.161 -3.125 0.55
H -2.258 -3.272 -2.180 0.61
C -1.509 -1.897 -0.723 -0.85
N -0.306 -1.275 -0.225 0.92
C 0.668 -0.657 -0.920 -0.76
N 0.760 -0.228 -2.127 -0.24
C 2.033 0.471 -2.210 -1.36
H 1.887 1.441 -2.691 0.33
H 2.731 -0.112 -2.822 0.48
C 2.557 0.599 -0.750 0.39
N 1.757 -0.421 -0.105 0.43
C 1.348 -0.492 1.271 -0.93
H 2.105 -0.979 1.889 0.12
H 1.165 0.510 1.685 0.25
C 0.041 -1.312 1.190 0.27
C -1.059 -0.716 2.085 -0.90
C -0.631 -0.781 3.524 0.10
C -0.130 0.334 4.185 -0.16
C 0.310 0.253 5.491 -0.92
C 0.254 -0.960 6.169 0.95
C -0.255 -2.080 5.522 -0.67
C -0.689 -1.986 4.213 -0.51
H -1.085 -2.864 3.724 0.44
H -0.311 -3.025 6.046 0.29
O 0.700 -1.005 7.453 -0.56
H 0.582 -1.893 7.811 0.28
H 0.700 1.117 6.004 0.43
H -0.091 1.287 3.677 0.38
H -1.242 0.317 1.784 0.37
H -1.982 -1.282 1.948 0.59
H 0.219 -2.353 1.498 0.14
C 4.059 0.342 -0.605 -1.41
C 4.473 0.460 0.834 0.18
C 4.732 -0.666 1.601 -0.52
C 5.049 -0.557 2.944 -0.46
C 5.111 0.693 3.545 0.90
C 4.864 1.830 2.783 -0.79
C 4.549 1.708 1.445 -0.36
H 4.364 2.598 0.862 0.44
H 4.924 2.796 3.258 0.44
O 5.412 0.852 4.862 -0.56
H 5.556 -0.008 5.273 0.28
H 5.249 -1.446 3.528 0.29
H 4.686 -1.645 1.145 0.32
H 4.591 1.074 -1.215 0.34
H 4.283 -0.658 -0.981 0.51
H 2.318 1.593 -0.333 0.37
H -1.855 -2.584 0.053 0.70
H -2.288 -1.140 -0.887 -0.08
```

What should be chosen as the most stable of them? Choose #x.

#w
An isolated ion of composition C6H12NO and charge +2, computed with ωB97M-V/def2-TZVPD.

Summary:
expectation value of S² = 0.752
spin multiplicity = 2
E_LUMO (alpha / beta) = -0.32175 / -0.46997 hartree
charge = +2

```
20
Properties=species:S:1:pos:R:3:mulliken_spin:R:1
O 2.254 1.516 0.478 0.00
C 1.584 0.637 0.016 0.00
C 0.105 0.946 -0.074 0.00
C -0.705 -0.089 -0.914 0.07
C -0.388 -1.684 -0.645 0.04
C -1.872 -2.268 1.452 0.43
C -0.715 -1.858 0.835 0.32
N 0.062 2.332 -0.825 0.00
H 1.869 -0.336 -0.427 0.00
H -0.259 0.973 0.977 0.00
H -0.585 -0.232 -2.004 0.01
H -1.733 0.116 -0.644 0.00
H -0.882 -2.262 -1.409 0.00
H 0.716 -1.864 -0.682 0.03
H -2.071 -2.150 2.483 0.03
H -2.581 -2.791 0.843 0.03
H -0.008 -1.179 1.336 0.05
H 0.543 2.305 -1.726 0.00
H 0.478 2.997 -0.108 0.00
H -0.948 2.401 -0.942 0.00
```

#x
A 2-piece molecular cluster, C6H12NO overall, computed with ωB97M-V/def2-TZVPD.

Summary:
expectation value of S² = 1.767
spin multiplicity = 2
E_LUMO (alpha / beta) = -0.45565 / -0.40466 hartree
charge = +2

```
20
Properties=species:S:1:pos:R:3:mulliken_spin:R:1
O 0.184 -2.310 0.121 0.24
C 0.339 -1.612 1.108 0.02
C -0.102 -0.245 1.298 0.64
C -0.861 0.448 0.137 0.08
C -0.050 1.630 -0.239 0.39
C -0.601 2.909 -0.226 0.32
C 0.137 4.099 -0.653 0.04
N 0.727 -5.420 -0.917 -1.01
H 0.815 -2.007 2.016 0.01
H 0.349 0.368 2.059 0.04
H -1.784 0.771 0.642 0.04
H -1.114 -0.286 -0.627 0.03
H 0.974 1.368 -0.498 0.02
H -1.629 3.029 0.121 0.01
H 1.149 3.920 -1.022 -0.01
H 0.051 4.974 -0.008 0.03
H -0.456 4.428 -1.543 0.07
H 0.328 -6.227 -0.405 0.01
H -0.045 -4.730 -0.913 0.01
H 1.591 -5.106 -0.452 0.00
```

What should be chosen as the most stable of them? Choose #w.

#w
A 2-piece molecular cluster, C2H6N2O4 overall, computed with ωB97M-V/def2-TZVPD.

Summary:
structure (SMILES) = C[N+](=O)[O-].C[N+](=O)[O-]
E_LUMO = -0.00598 hartree
charge = 0

```
14
Properties=species:S:1:pos:R:3:mulliken_charge:R:1
C -0.927 1.356 1.424 -0.71
N -1.674 1.827 2.597 0.89
O -2.108 1.069 3.434 -0.54
O -1.764 3.042 2.607 -0.52
H -0.213 0.562 1.643 0.27
H -0.406 2.191 0.954 0.32
H -1.689 0.915 0.781 0.29
C 1.745 -1.941 -2.142 -0.66
N 0.696 -1.042 -1.670 0.84
O -0.438 -1.196 -2.132 -0.52
O 0.968 -0.237 -0.818 -0.51
H 1.596 -2.817 -1.510 0.27
H 2.730 -1.494 -2.009 0.29
H 1.485 -2.235 -3.159 0.28
```

#x
One molecule with the formula C2H6N2O4, computed with ωB97M-V/def2-TZVPD.

Summary:
structure (SMILES) = NCC(O)(O)[N+](=O)[O-]
E_LUMO = 0.01951 hartree
charge = 0

```
14
Properties=species:S:1:pos:R:3:mulliken_charge:R:1
C -0.586 0.741 0.371 -0.67
C 0.281 -0.181 -0.568 0.73
N -1.508 -0.192 1.032 -0.60
N 1.804 -0.014 0.012 0.80
O 2.432 -0.937 0.428 -0.60
O 2.130 1.129 -0.159 -0.51
O -0.229 -1.409 -0.607 -0.62
O 0.410 0.365 -1.818 -0.54
H -1.064 1.564 -0.204 0.29
H 0.119 1.234 0.994 0.39
H -2.402 -0.213 0.727 0.24
H -1.240 -0.444 2.042 0.29
H -0.944 -1.394 0.196 0.47
H 0.796 -0.249 -2.446 0.33
```

What should be chosen as the most stable of them? Choose #x.

#w
A 2-piece molecular cluster, C2H6N2O4 overall, computed with ωB97M-V/def2-TZVPD.

Summary:
structure (SMILES) = C[N+](=O)[O-].C[N+](=O)[O-]
E_LUMO = -0.03151 hartree
charge = 0

```
14
Properties=species:S:1:pos:R:3:mulliken_charge:R:1
C 0.870 -2.257 1.446 -0.69
N 0.681 -0.826 1.237 0.80
O 0.987 -0.034 2.123 -0.49
O 0.301 -0.418 0.136 -0.48
H 0.813 -2.469 2.513 0.29
H 1.841 -2.535 1.037 0.29
H 0.140 -2.854 0.900 0.31
C -0.955 1.036 -1.334 -0.70
N -0.639 2.465 -1.315 0.91
O -1.266 3.190 -0.542 -0.55
O 0.203 2.783 -2.162 -0.53
H -0.419 0.587 -0.498 0.27
H -0.537 0.532 -2.206 0.27
H -2.020 0.801 -1.334 0.30
```

#x
A 2-piece molecular cluster, C2H6N2O4 overall, computed with ωB97M-V/def2-TZVPD.

Summary:
structure (SMILES) = NC(=O)O.NC(=O)O
E_LUMO = 0.00288 hartree
charge = 0

```
14
Properties=species:S:1:pos:R:3:mulliken_charge:R:1
N -0.003 -1.064 0.992 -0.62
C -1.085 -1.048 1.888 0.68
O -2.167 -1.704 1.408 -0.48
O -1.073 -0.526 2.955 -0.48
H 0.130 -1.984 0.590 0.23
H 0.846 -0.737 1.436 0.25
H -2.290 -1.573 0.461 0.34
N 1.594 0.929 -1.647 -0.47
C 0.551 1.786 -1.317 0.66
O -0.530 1.133 -0.823 -0.44
O 0.605 2.976 -1.421 -0.53
H 2.323 1.390 -2.168 0.25
H 1.311 0.054 -2.054 0.22
H -0.212 0.367 -0.302 0.40
```

What should be chosen as the most stable of them? Choose #x.